No. 1
{
  "formula": "C3H4N2O2",
  "method": "wB97M-V/def2-TZVPD",
  "fmax_ev_per_a": 0.58,
  "orbital_gap_ev": 8.99,
  "e_tot_ha": -376.7168,
  "smiles": "Nc1coc(=O)[nH]1",
  "de_lowest_kj_mol": 123.3,
  "e_homo_ha": -0.3069,
  "species": ["N", "C", "C", "O", "C", "O", "N", "H", "H", "H", "H"],
  "xyz": [[0.894, -1.488, -0.723], [0.135, -0.481, -0.126], [-1.142, -0.426, 0.269], [-1.405, 0.821, 0.826], [-0.297, 1.594, 0.686], [-0.241, 2.764, 0.963], [0.690, 0.776, 0.141], [1.384, -1.148, -1.543], [0.313, -2.277, -0.985], [-1.990, -1.076, 0.125], [1.660, 0.942, 0.368]],
  "lowdin_charge": [0.11, -0.36, -0.05, 0.08, -0.53, 0.11, 0.18, 0.09, 0.10, 0.12, 0.16]
}



No. 2
{
  "formula": "C3H4N2O2",
  "method": "wB97M-V/def2-TZVPD",
  "fmax_ev_per_a": 3.01,
  "orbital_gap_ev": 8.90,
  "e_tot_ha": -376.6325,
  "smiles": "[H]/N=N\\C(=C)C(=O)O",
  "de_lowest_kj_mol": 344.7,
  "e_homo_ha": -0.3361,
  "species": ["H", "N", "N", "C", "C", "C", "O", "O", "H", "H", "H"],
  "xyz": [[1.151, -1.077, 1.427], [1.885, -0.297, 1.228], [1.512, 0.477, 0.377], [0.318, 0.351, -0.342], [0.171, 1.066, -1.462], [-0.909, -0.231, 0.340], [-2.008, 0.242, 0.178], [-0.751, -1.462, 0.866], [-0.789, 1.134, -1.947], [1.011, 1.576, -1.901], [-1.592, -1.778, 1.235]],
  "lowdin_charge": [0.08, 0.08, -0.06, -0.26, 0.14, -0.47, 0.11, 0.09, 0.08, 0.08, 0.14]
}



No. 3
{
  "formula": "C3H4N2O2",
  "method": "wB97M-V/def2-TZVPD",
  "fmax_ev_per_a": 0.48,
  "orbital_gap_ev": 9.42,
  "e_tot_ha": -376.6457,
  "de_lowest_kj_mol": 310.0,
  "e_homo_ha": -0.3192,
  "species": ["O", "C", "N", "C", "O", "C", "N", "H", "H", "H", "H"],
  "xyz": [[-2.363, 0.732, 0.050], [-1.125, 0.226, 0.092], [-0.035, 0.999, 0.094], [0.983, 0.129, 0.067], [2.262, 0.521, 0.062], [0.531, -1.189, 0.034], [-0.945, -1.100, 0.109], [-2.270, 1.695, 0.042], [2.259, 1.490, 0.069], [1.032, -2.110, 0.292], [-0.328, -1.394, -0.911]],
  "lowdin_charge": [0.10, -0.50, 0.19, -0.41, 0.09, -0.09, 0.08, 0.12, 0.12, 0.12, 0.19]
}



No. 4
{
  "formula": "C3H4N2O2",
  "method": "wB97M-V/def2-TZVPD",
  "fmax_ev_per_a": 2.42,
  "orbital_gap_ev": [8.19, 8.19],
  "e_tot_ha": -376.5379,
  "smiles": "[H]/N=C/OC(=C)N=O",
  "de_lowest_kj_mol": 593.2,
  "e_homo_ha": [-0.3468, -0.3468],
  "species": ["H", "N", "C", "O", "C", "C", "N", "O", "H", "H", "H"],
  "xyz": [[2.222, 2.145, -1.435], [1.593, 1.890, -0.683], [0.820, 0.951, -0.895], [-0.534, 0.917, -0.174], [-0.660, -0.306, 0.334], [-1.612, -0.775, 1.162], [0.590, -0.943, 0.160], [0.795, -2.120, 0.315], [0.800, 0.203, -1.715], [-2.436, -0.153, 1.467], [-1.579, -1.809, 1.465]],
  "lowdin_charge": [0.07, 0.14, -0.25, 0.00, -0.43, 0.14, -0.03, 0.07, 0.14, 0.07, 0.07]
}



No. 5
{
  "formula": "C3H4N2O2",
  "method": "wB97M-V/def2-TZVPD",
  "fmax_ev_per_a": 3.60,
  "orbital_gap_ev": 10.13,
  "e_tot_ha": -376.5081,
  "de_lowest_kj_mol": 671.4,
  "e_homo_ha": -0.3521,
  "species": ["C", "C", "C", "N", "N", "O", "O", "H", "H", "H", "H"],
  "xyz": [[0.136, 1.449, -0.616], [1.051, 0.695, 0.009], [-0.975, 0.528, -0.111], [0.092, -0.268, 0.544], [0.215, -1.731, 0.466], [1.312, -2.190, 0.664], [-0.814, -2.328, 0.306], [0.050, 2.368, -1.196], [2.128, 0.582, 0.303], [-1.759, 0.832, 0.508], [-1.437, 0.063, -0.878]],
  "lowdin_charge": [-0.01, -0.05, -0.12, -0.01, -0.40, 0.08, 0.09, 0.10, 0.13, 0.10, 0.08]
}



No. 6
{
  "formula": "C3H4N2O2",
  "method": "wB97M-V/def2-TZVPD",
  "fmax_ev_per_a": 4.77,
  "orbital_gap_ev": [7.08, 8.71],
  "e_tot_ha": -376.5244,
  "de_lowest_kj_mol": 628.6,
  "e_homo_ha": [-0.2704, -0.3259],
  "species": ["C", "C", "C", "N", "N", "O", "O", "H", "H", "H", "H"],
  "xyz": [[0.757, 0.940, -0.068], [1.434, -0.390, 0.293], [-1.298, 0.034, 0.037], [-0.496, 1.142, -0.034], [0.583, -1.538, -0.078], [-0.716, -1.133, -0.297], [-2.655, 0.206, 0.118], [1.341, 1.733, -0.444], [2.445, -0.308, -0.266], [1.721, -0.302, 1.249], [-3.117, -0.384, -0.509]],
  "lowdin_charge": [-0.11, -0.19, -0.38, 0.14, 0.05, -0.03, 0.10, 0.10, 0.13, 0.05, 0.13]
}